(1)
Computed, not measured: a cluster of 2 separate species, C5H14N3O in total at a distorted geometry, with ωB97M-V/def2-TZVPD.

Properties
frontier orbital gap (alpha / beta): 9.40 / 9.58 eV
DFT total energy: -11919.26318 eV
LUMO level (alpha / beta): -0.1005 / -0.1950 hartree
energy relative to the best compared isomer or geometry (same formula, charge and spin): 0.000 eV

```
! RIJCOSX wB97M-V def2-TZVPD def2/J DEFGRID3
* xyz 1 3
H -4.206 0.422 0.625
N -0.783 0.122 -0.054
H -2.831 -1.020 -1.585
N 2.328 2.140 -0.278
H 2.688 3.061 -0.124
H 2.400 -1.974 0.944
C 2.842 0.995 -0.130
H -2.995 1.381 1.396
H -1.585 -0.827 1.352
H 3.994 -1.251 0.408
C -3.171 0.749 0.517
C -2.047 -0.346 0.475
H 2.918 -2.067 -0.723
H 3.865 0.968 0.217
H -3.164 -2.081 -0.190
C -2.431 -1.424 -0.576
H 1.348 1.980 -0.551
O -0.569 1.319 -0.218
C 2.868 -1.446 0.084
H 1.083 -0.081 -0.277
N 2.164 -0.118 -0.147
H -1.633 -2.059 -0.812
H -3.082 1.556 -0.354
*
```

---

(2)
Computed, not measured: a structure of composition C43H38AsF9MgN3O3, with ωB97M-V/def2-TZVPD.

Properties
frontier orbital gap: 7.33 eV
DFT total energy: -146569.44514 eV
LUMO level: 0.0899 hartree
energy relative to the best compared isomer or geometry (same formula, charge and spin): 0.000 eV

```
! RIJCOSX wB97M-V def2-TZVPD def2/J DEFGRID3
* xyz -1 1
C -4.060 0.709 -1.909
O -3.670 0.544 1.024
H -2.357 -4.257 0.673
C -0.056 1.770 1.624
C 3.168 -0.143 2.419
H 3.530 2.373 1.492
As 2.371 0.251 -0.427
F -5.366 2.872 0.579
N -2.519 -2.388 -0.156
C 5.778 -1.863 -1.425
C 3.372 2.864 0.541
H -1.951 2.714 -2.053
H 3.000 -4.697 -1.537
C -0.079 0.212 3.484
C 3.797 -0.493 -1.536
C -0.329 0.451 2.102
F -3.920 -0.703 3.403
C 2.911 2.137 -0.550
H -4.714 -3.161 -1.931
H -4.387 -3.223 0.402
C 5.850 -1.856 -2.809
C -4.496 -2.173 -1.511
C 0.730 2.470 3.817
N -2.954 -0.224 -2.172
C 4.755 -1.175 -0.782
H -4.520 0.479 -0.957
H 2.298 0.423 2.726
C 3.423 4.872 -0.789
C -5.707 1.764 1.268
F -2.969 3.006 1.862
N -0.916 1.538 -0.653
C 3.460 -0.320 1.076
H 1.835 -6.131 0.141
C 5.094 -1.473 2.989
C -2.174 0.253 -3.342
C -1.853 -3.417 0.174
C -4.930 0.063 2.979
H -4.055 -1.449 -3.480
H 0.051 3.205 0.027
C -1.011 2.160 -1.972
H 1.131 3.231 4.471
F -2.858 1.766 3.628
H 0.692 3.721 2.086
H -0.114 0.396 -2.755
C -0.915 1.082 -3.048
C -4.435 1.113 1.929
H 6.645 -2.397 -3.309
H -0.310 -0.777 3.857
C -3.960 -2.332 -0.075
C -3.694 2.262 2.705
F -5.515 0.595 4.077
C 1.475 -3.220 -1.577
H -0.410 -5.444 0.929
H 4.965 -1.165 -4.639
C 2.036 -4.397 -1.140
Mg -1.537 -0.508 -0.416
C -3.527 -1.545 -2.517
H 6.519 -2.406 -0.851
F -6.687 2.119 2.127
C 0.482 2.735 2.490
C 3.997 -0.713 3.376
H 2.307 2.252 -2.613
C 1.386 -5.210 -0.206
H -0.624 1.546 -3.996
H 3.122 0.022 -3.512
C -0.455 -3.620 -0.177
H 2.781 4.653 -2.826
H -2.856 0.820 -3.990
C 2.692 2.797 -1.756
F -4.533 3.109 3.352
C 0.231 -2.746 -1.082
C 5.382 -1.660 1.645
C 0.422 1.188 4.303
H -2.681 -2.218 -2.664
C -0.326 2.201 0.267
C 4.566 -1.078 0.680
H -5.440 -1.625 -1.482
H 1.982 -2.607 -2.310
F -5.840 -0.769 2.421
H 6.237 -2.257 1.355
H -0.201 2.889 -2.099
F -6.270 0.921 0.381
H -4.222 -1.453 0.513
H 0.587 0.965 5.352
H 3.984 4.779 1.280
H -3.681 1.724 -1.836
C 4.905 -1.165 -3.558
O -0.221 -1.600 -1.457
O -0.723 -0.494 1.345
C 0.142 -4.815 0.237
C 3.872 -0.490 -2.921
H 3.625 5.932 -0.880
H 3.774 -0.573 4.427
H 5.726 -1.931 3.740
C 3.628 4.224 0.420
H -1.852 -0.625 -3.904
C 2.955 4.154 -1.880
H -4.792 0.661 -2.729
*
```

---

(3)
Computed, not measured: a cluster of 2 separate species, C6H13NO in total at a distorted geometry, with ωB97M-V/def2-TZVPD.

Properties
frontier orbital gap: 8.34 eV
DFT total energy: -9968.21852 eV
LUMO level: 0.0270 hartree
energy relative to the best compared isomer or geometry (same formula, charge and spin): 2.956 eV
SMILES string: C=C/C=C(\C)NC.O

```
! RIJCOSX wB97M-V def2-TZVPD def2/J DEFGRID3
* xyz 0 1
H 1.105 -3.421 -2.147
H 1.321 -0.428 0.805
N -0.756 1.189 0.473
C -1.303 2.154 -0.511
C -1.850 -0.582 -0.714
H 1.492 1.108 2.557
H 0.093 1.622 0.863
H 2.844 1.724 2.239
H -2.166 -1.636 -0.584
H -2.744 -0.028 -0.388
H -1.669 -0.442 -1.741
H -1.291 3.189 0.033
H -0.751 2.296 -1.442
O 1.942 1.853 2.062
C 0.757 -2.565 -1.543
H 1.733 -2.566 0.327
C -0.616 -0.183 0.039
H -2.285 1.819 -0.818
C 1.135 -2.055 -0.387
C 0.539 -0.837 0.213
H 0.097 -1.970 -2.105
*
```

---

(4)
Computed, not measured: a structure of composition C54H98CrN12O2 at a distorted geometry, with ωB97M-V/def2-TZVPD.

Properties
frontier orbital gap (alpha / beta): 7.35 / 7.67 eV
DFT total energy: -107977.17474 eV
LUMO level (alpha / beta): -0.1037 / -0.0855 hartree
energy relative to the best compared isomer or geometry (same formula, charge and spin): 0.000 eV

```
! RIJCOSX wB97M-V def2-TZVPD def2/J DEFGRID3
* xyz 1 4
C -4.797 1.894 0.770
N -5.631 3.200 -5.517
N 1.867 -1.635 3.963
N 0.640 -4.389 -1.483
H -1.234 -0.078 4.046
H -4.405 2.131 -2.430
H -3.369 -1.336 -4.274
H -4.503 2.041 1.809
N 0.041 2.638 -5.950
H 1.623 1.104 -8.182
H -6.950 2.074 1.050
C 0.355 -0.611 -0.209
C 2.619 0.824 4.533
H 0.729 7.578 3.565
H 2.796 6.404 4.629
H -5.335 -2.563 -3.286
H -0.963 -8.095 2.458
C -4.239 -3.842 -2.020
H -2.187 -7.162 -0.852
C 6.664 -3.866 2.561
H -2.282 -2.826 5.111
C 2.063 5.871 4.023
C 2.683 0.300 -6.449
H -0.043 -1.807 -3.359
C -2.268 3.078 3.689
C 3.058 0.651 -4.990
H 0.759 1.674 3.897
H 1.665 0.173 1.381
C -0.168 -8.245 1.727
N 3.821 -3.053 -0.917
N -0.363 6.469 -1.549
H 6.734 -3.991 3.642
H -0.513 2.663 2.457
C 0.651 0.320 1.009
C 2.741 4.776 3.268
C 4.375 0.414 0.002
C -2.584 2.519 -3.662
H 3.381 0.829 0.171
H 0.231 -7.556 -0.301
C -3.254 -2.293 -3.764
H -0.042 0.103 1.822
O -0.321 -6.031 0.844
H -7.490 -0.417 1.172
H 1.203 -0.465 -0.878
C -1.756 4.256 4.393
C 4.162 -3.755 2.845
C 1.713 3.773 -2.649
H 5.218 -4.011 1.060
H 2.926 7.887 2.197
Cr -0.082 -3.952 0.532
C 0.480 6.001 -2.140
H 1.337 -5.012 -4.496
C 4.304 -0.494 -1.247
H 2.007 -0.549 -6.352
C -3.074 -3.896 -1.025
H -4.133 1.165 0.306
C 0.336 -3.281 -4.938
H 2.763 2.199 -7.383
C 1.214 6.732 3.079
C -4.395 -2.505 -2.738
C -6.255 1.326 0.668
H -1.611 0.148 -0.300
H -2.001 1.906 1.964
H -4.198 -4.649 -2.752
C -4.533 2.800 -5.318
H -2.086 -8.722 -0.106
H 1.445 5.367 4.765
C 1.316 -4.052 -3.980
H -3.113 1.270 -5.509
H -4.061 -1.259 4.422
H 4.258 -2.683 3.020
H 2.501 5.700 -2.444
C -3.172 2.264 -5.066
H -2.915 2.153 -1.522
H -4.673 2.875 0.310
H 2.453 6.497 1.307
C -1.762 3.992 1.316
H -0.609 -2.262 5.381
H 3.828 1.405 -4.826
H -1.537 2.221 -3.599
H -2.505 2.865 -5.684
H -1.228 4.874 1.672
C -0.809 -0.019 -1.019
C 1.995 1.445 -7.216
H 5.223 -0.369 -1.819
H 5.895 -0.716 0.993
H -2.200 2.218 4.355
O 0.152 -1.956 0.084
C 0.358 -1.823 -4.372
H 3.252 1.163 3.714
H 1.817 2.785 4.826
C 0.968 -4.243 -2.585
H -3.784 0.375 3.846
H 1.347 -1.388 -4.230
H 0.695 -3.230 -5.966
H 5.220 0.472 1.995
H -3.329 0.758 -2.548
H -2.562 3.589 -3.457
H -2.794 4.308 1.165
H -1.146 -0.653 -1.839
N 3.170 3.901 2.658
H -2.263 -2.274 -3.311
H 7.552 -4.300 2.102
H -3.169 -2.996 -4.592
C 2.875 -3.963 2.154
N -4.712 -1.861 0.720
H -5.096 -3.991 -1.364
H 2.142 0.873 -4.442
H -6.438 0.241 2.441
H -0.664 1.008 -1.354
N -2.187 -3.909 -0.287
H 1.545 2.272 -1.079
H -3.338 3.211 3.531
C -1.923 -0.705 4.611
H 0.864 3.386 -3.214
H 3.581 -0.108 -6.913
H -0.690 -3.648 -4.982
H -1.996 -0.180 5.564
H 4.331 -1.094 1.624
C -1.487 -2.180 4.740
C -5.513 -1.027 1.012
C -1.908 -7.663 0.075
C 1.574 3.353 -1.219
N 1.845 -4.086 1.609
C 0.873 2.089 -6.513
H 6.812 -2.792 2.453
H 3.242 0.740 5.423
H 0.577 1.371 0.730
H 5.030 1.256 -0.222
C 0.637 1.587 6.051
H -4.464 -1.621 -2.104
N -1.377 5.168 4.931
C 1.584 5.304 -2.881
C -1.579 2.846 2.318
H 2.424 3.683 -0.622
H 2.354 -3.725 -3.923
N -1.004 -3.298 2.401
C 1.414 1.774 4.762
H -1.322 3.771 0.344
H 1.267 1.888 6.888
H 4.113 -4.176 3.849
H -0.291 2.152 6.142
C -3.354 1.845 -2.471
H -2.683 -7.485 0.820
C -6.508 0.010 1.378
H 0.686 3.812 -0.785
H 3.565 -0.201 -1.993
C 4.013 -1.940 -1.035
C 4.935 -0.268 1.247
C -3.337 -0.615 3.924
C 2.047 7.307 1.912
H 5.314 -5.471 2.145
H -0.170 -9.320 1.546
H 0.818 -8.034 2.139
H 1.544 5.542 -3.944
H 0.311 0.568 6.258
H 2.641 3.364 -3.049
H -6.565 1.195 -0.368
C -1.214 -2.820 3.408
C 5.325 -4.383 2.078
H 3.320 -0.265 -4.462
H -3.274 -0.897 2.872
C 2.218 -0.546 4.208
H -0.185 -1.105 -4.987
H 1.561 7.985 1.211
H 0.456 6.043 2.707
C -0.464 -7.373 0.518
*
```